{
  "formula": "C21H53AlBFN7O7",
  "method": "ωB97M-V with the def2-TZVPD basis set",
  "symbols": ["Al", "F", "O", "O", "O", "O", "O", "O", "O", "N", "N", "N", "N", "N", "N", "N", "C", "C", "C", "C", "C", "C", "C", "C", "C", "C", "C", "C", "C", "C", "C", "C", "C", "C", "C", "C", "C", "B", "H", "H", "H", "H", "H", "H", "H", "H", "H", "H", "H", "H", "H", "H", "H", "H", "H", "H", "H", "H", "H", "H", "H", "H", "H", "H", "H", "H", "H", "H", "H", "H", "H", "H", "H", "H", "H", "H", "H", "H", "H", "H", "H", "H", "H", "H", "H", "H", "H", "H", "H", "H", "H"],
  "xyz": [[-1.408004, 1.935670, -2.292377], [-0.625353, 6.058371, -3.036499], [1.818421, -0.396107, 5.411638], [1.387929, -9.507423, 7.737950], [-0.491217, -5.068104, 3.955491], [3.157386, 4.451063, -1.197094], [-2.801082, 0.826695, -5.399983], [-0.531932, 0.816684, 0.491496], [-4.328398, 6.546642, -2.918982], [3.239139, -10.655373, 7.229672], [-1.181665, 0.101923, -6.747684], [4.298207, 6.132609, -2.131865], [-3.274865, 8.128714, -4.083080], [1.829290, -0.569250, 3.175674], [1.392745, 1.827513, -0.786586], [0.047161, -7.238024, 4.037980], [-4.388834, 7.618441, -3.492142], [-3.133368, 9.373558, -4.808563], [0.345960, -8.508872, 4.668117], [4.032560, -11.827176, 6.912254], [-1.486312, 4.963358, -1.098120], [-3.462617, -0.777534, -7.041570], [-0.266568, -6.055757, 4.634767], [1.554497, -1.056056, 4.409314], [-2.478271, 0.114693, -6.325342], [-5.664805, 8.417679, -3.575996], [0.922813, -2.421370, 4.494107], [-0.914284, 3.668363, -3.273633], [3.218212, 5.640286, -1.460700], [1.593554, -1.194220, 1.884005], [1.906186, -10.583668, 7.485759], [-1.478206, 4.952107, -2.638302], [-0.320567, -6.024372, 6.140019], [2.135488, 6.610591, -1.073795], [-0.592927, -0.668197, -7.822319], [4.555402, 7.499172, -2.536506], [1.113746, -11.864314, 7.444513], [-0.063433, 1.493919, -0.714089], [-1.080311, -6.716057, 6.507079], [-0.586245, 0.719355, -6.216445], [-3.165491, -1.824233, -6.948645], [0.172318, 3.815143, -3.419702], [-2.949335, 1.866655, -1.836051], [4.817334, -11.938904, 7.662872], [0.764913, -2.673921, 5.539803], [0.939669, -0.548619, 1.294115], [3.702931, -9.762020, 7.274550], [-0.580651, -5.020164, 6.463931], [-1.197329, 0.731199, -3.359584], [-2.213728, 4.267406, -0.659861], [-2.378676, 9.989169, -4.314014], [2.550374, -1.293710, 1.365492], [5.488290, 7.837146, -2.078475], [0.651947, -6.284805, 6.560653], [1.350061, -8.820877, 4.370487], [-3.528520, -0.501518, -8.096168], [2.536575, 7.378890, -0.408219], [-0.040909, -2.428389, 3.987427], [-4.443030, -0.655132, -6.589631], [-1.375419, 3.597127, -4.283805], [-5.960307, 8.552614, -4.617947], [4.498866, -11.686536, 5.935321], [1.137096, -2.174565, 1.987887], [-2.459583, 7.536395, -3.981872], [0.073394, -11.644695, 7.668057], [1.654468, 1.918436, -1.757330], [3.428586, -12.728396, 6.892011], [-5.536162, 9.389790, -3.096617], [1.575892, 2.699085, -0.300056], [0.298655, -8.447103, 5.750713], [1.578894, -3.170681, 4.051246], [-0.939950, 1.487694, 1.039421], [-0.373111, -9.253704, 4.317783], [0.064958, -7.185029, 3.032355], [-0.470738, 4.843538, -0.692473], [-6.454460, 7.878859, -3.059472], [4.981941, 5.429338, -2.359196], [-1.812525, 5.978743, -0.783993], [1.703316, 7.072231, -1.962216], [0.199836, -1.300337, -7.414754], [4.664723, 7.534542, -3.622877], [1.168553, -12.312495, 6.451104], [-2.797628, 9.156384, -5.824977], [1.350614, 6.076658, -0.551756], [-4.068678, 9.923136, -4.852323], [-2.497512, 5.212736, -2.982159], [3.750943, 8.163458, -2.238357], [1.488555, -12.566522, 8.190736], [2.249650, 0.345659, 3.191109], [-1.328010, -1.295029, -8.317909], [-0.154554, 0.015992, -8.553596]],
  "forces_ev_per_angstrom": [[-0.033, -0.335, -0.648], [-0.310, 0.480, -0.007], [-0.030, -0.099, 0.077], [-0.088, -0.060, -0.016], [-0.043, -0.104, 0.080], [0.033, 0.197, 0.044], [-0.503, 0.068, -0.362], [1.157, 0.812, -0.489], [-0.413, 0.081, 0.109], [-0.236, -0.232, 0.001], [-0.054, -0.149, -0.360], [-0.149, 0.207, 0.081], [-0.196, 0.117, -0.026], [-0.108, -0.417, 0.379], [-1.221, -0.942, 0.387], [-0.011, 0.002, 0.266], [0.360, -0.308, 0.070], [0.356, -0.403, 0.120], [-0.046, 0.141, -0.484], [0.192, 0.481, 0.033], [-0.013, 1.391, -0.226], [-0.052, -0.143, -0.073], [-0.063, 0.257, -0.264], [0.195, 0.366, -0.033], [0.059, 0.329, 0.476], [-0.110, 0.050, 0.003], [0.026, 0.123, 0.113], [-0.920, 0.863, -0.221], [-0.069, -0.436, 0.062], [0.143, 0.419, -0.158], [0.028, 0.339, 0.058], [0.207, -1.257, 0.425], [-0.003, 0.057, 0.080], [0.032, 0.113, 0.045], [0.212, 0.385, 0.422], [0.312, -0.452, -0.093], [-0.085, -0.051, 0.002], [0.393, -0.253, 0.475], [0.131, -0.073, 0.091], [-0.027, -0.066, 0.140], [-0.018, -0.005, -0.152], [-0.291, -0.189, 0.233], [-0.269, 0.254, 0.143], [0.026, -0.197, -0.073], [0.040, 0.101, -0.001], [0.038, -0.177, -0.060], [0.027, 0.007, -0.005], [0.003, 0.007, -0.136], [0.306, -0.178, -0.105], [0.406, -0.103, -0.326], [-0.060, 0.174, -0.124], [-0.085, -0.134, -0.099], [-0.054, 0.215, -0.054], [-0.091, -0.135, 0.088], [0.000, -0.168, 0.182], [0.030, -0.148, -0.031], [-0.031, 0.078, -0.099], [0.082, -0.188, -0.100], [0.086, 0.086, 0.083], [0.395, -0.053, 0.331], [-0.003, 0.147, 0.032], [0.040, -0.208, 0.002], [0.023, 0.034, 0.127], [0.032, 0.022, 0.039], [0.062, 0.108, 0.006], [0.102, 0.576, -0.003], [-0.049, 0.059, 0.017], [-0.046, 0.059, -0.132], [0.477, -0.081, 0.025], [0.032, 0.039, -0.030], [-0.174, -0.053, -0.124], [-0.531, 0.001, 0.223], [0.072, -0.139, 0.155], [-0.004, 0.008, -0.016], [-0.318, -0.419, -0.125], [0.110, -0.079, 0.010], [0.002, -0.012, -0.024], [0.085, -0.399, -0.070], [-0.047, 0.060, 0.059], [0.009, -0.124, -0.201], [-0.028, 0.230, 0.008], [0.049, -0.123, 0.073], [-0.043, 0.211, -0.058], [0.007, -0.098, -0.041], [-0.018, -0.053, 0.034], [0.655, -0.246, 0.051], [-0.027, -0.078, 0.019], [0.012, -0.096, -0.118], [-0.060, 0.061, -0.091], [-0.038, 0.028, 0.044], [0.028, -0.182, -0.163]],
  "largest_force_ev_per_a": 1.6,
  "orbital_gap_ev": 4.760,
  "relative_energy_kcal_mol": 32.4,
  "total_charge": -1,
  "total_energy_ha": -2109.2036
}